P) Here is an isolated molecule of C2H5OPS from the Open Molecules 2025 dataset. Energies are from the ωB97M-V functional and the def2-TZVPD basis.

ORCA input file:
```
! wB97M-V def2-TZVPD RIJCOSX def2/J DEFGRID3
* xyz 0 1
C -0.71786 1.03085 -0.02534
C 1.16844 -0.81099 0.39264
O -3.25464 0.10390 -0.30767
P 1.02199 0.96629 0.11222
S -1.89279 -0.40954 -0.06405
H -1.17017 1.98729 -0.33114
H 0.72128 -1.08617 1.39779
H 2.24821 -1.25148 0.23797
H 0.45354 -1.26315 -0.28364
H 1.42200 0.73299 -1.12878
*
```

As for the gap between HOMO and LUMO (alpha / beta): 7.860 / 7.625 eV. The calculation puts the HOMO energy (alpha / beta) at -0.328 / -0.320 Ha.

Results of the Mulliken charge analysis, in e, for atoms 1 through 5: -0.27 -0.90 -0.47 0.02 0.37



Q) Here is a cluster of 2 separate species, C2H5OPS in total from the Open Molecules 2025 dataset. Energies are from the ωB97M-V functional and the def2-TZVPD basis.

ORCA input file:
```
! wB97M-V def2-TZVPD RIJCOSX def2/J DEFGRID3
* xyz 0 1
C 1.31628 -1.10122 -0.10727
P -0.07814 -1.65157 -0.79527
O -1.07205 -1.78590 0.56158
H 1.23669 -0.77253 1.00276
H 2.13040 -0.68804 -0.63523
H -1.88070 -2.23697 0.37425
C -0.38141 2.00770 -0.06357
S -0.72364 3.18715 -1.07082
H -1.11930 1.59409 0.67523
H 0.57187 1.44729 0.05834
*
```

As for the gap between HOMO and LUMO: 8.500 eV. The calculation puts the HOMO energy at -0.322 Ha.

Results of the Mulliken charge analysis, in e, for atoms 1 through 5: -0.62 0.18 -0.49 0.26 0.37



R) Here is an isolated molecule of C2H5OPS from the Open Molecules 2025 dataset. Energies are from the ωB97M-V functional and the def2-TZVPD basis.

ORCA input file:
```
! wB97M-V def2-TZVPD RIJCOSX def2/J DEFGRID3
* xyz 0 1
C -2.05061 -0.11649 0.05098
S -0.49983 -0.88923 0.67496
C 0.65603 0.24906 0.13734
O 0.45266 1.24600 -0.46559
P 2.74558 -0.26209 0.49599
H -2.69077 -1.11818 -0.12681
H -1.88099 0.33823 -0.84489
H -2.39015 0.59333 0.74030
H 3.11731 0.93942 0.00396
H 2.54078 -0.98006 -0.66624
*
```

As for the gap between HOMO and LUMO: 9.632 eV. The calculation puts the HOMO energy at -0.328 Ha.

Results of the Mulliken charge analysis, in e, for atoms 1 through 5: -0.80 -0.03 0.30 -0.45 -0.03



Most stable: R) (next structure +6.9 kcal/mol)



P) Here is a cluster of 3 separate species, C4H14O2 in total from the Open Molecules 2025 dataset. Energies are from the ωB97M-V functional and the def2-TZVPD basis.

ORCA input file:
```
! wB97M-V def2-TZVPD RIJCOSX def2/J DEFGRID3
* xyz 0 1
C -0.14626 0.59414 -2.60918
C -0.15502 0.34081 -1.09258
C 1.12577 0.96457 -0.56784
C -1.35923 0.82313 -0.26225
H -1.00491 0.19410 -3.15346
H -0.08322 1.66098 -2.83720
H 0.72565 0.09506 -3.03335
H -0.07632 -0.74753 -0.98703
H 1.51235 0.74113 0.42795
H 0.98433 2.06093 -0.48341
H 2.01328 1.03943 -1.21150
H -1.75803 0.10779 0.45089
H -0.96167 1.59000 0.41292
H -2.12434 1.30574 -0.86937
O 0.13193 -4.42536 1.97355
H -0.27199 -5.19721 1.52932
H 1.00065 -4.77384 2.08730
O 0.07520 0.99029 3.05435
H 0.44915 0.71376 3.87701
H -0.07732 1.92206 3.29388
*
```

As for the gap between HOMO and LUMO: 11.483 eV. The calculation puts the HOMO energy at -0.393 Ha.

Results of the Mulliken charge analysis, in e, for atoms 1 through 5: -1.54 1.05 -1.62 -1.19 0.38



Q) Here is a cluster of 3 separate species, C4H14O2 in total from the Open Molecules 2025 dataset. Energies are from the ωB97M-V functional and the def2-TZVPD basis.

ORCA input file:
```
! wB97M-V def2-TZVPD RIJCOSX def2/J DEFGRID3
* xyz 0 1
C 0.01877 0.81629 -1.76951
C 0.40561 -0.57481 -1.18543
C 0.97885 -0.73978 0.25871
C -0.78617 -1.46595 -1.32271
H 0.28580 1.51673 -1.09198
H 0.46847 0.83561 -2.81222
H -1.13362 0.95968 -1.91121
H 1.27116 -1.04635 -1.79660
H 1.01765 -1.76678 0.65117
H 0.47108 -0.06287 0.85969
H 2.17974 -0.63690 0.50829
H -1.22283 -1.31340 -2.29042
H -0.54570 -2.58177 -1.33100
H -1.47135 -1.17342 -0.51128
O -2.03758 0.47781 2.69730
H -1.71755 -0.41444 2.91536
H -1.25045 0.87206 2.43146
O 0.94426 1.89663 2.11416
H 0.33866 2.56460 1.65274
H 1.78520 1.83703 1.93346
*
```

As for the gap between HOMO and LUMO: 11.228 eV. The calculation puts the HOMO energy at -0.391 Ha.

Results of the Mulliken charge analysis, in e, for atoms 1 through 5: -1.26 0.83 -1.07 -1.47 0.41



Most stable: P) (next structure +32.3 kcal/mol)



P) Here is an isolated molecule of C19H25N3O2S from the Open Molecules 2025 dataset. Energies are from the ωB97M-V functional and the def2-TZVPD basis.

ORCA input file:
```
! wB97M-V def2-TZVPD RIJCOSX def2/J DEFGRID3
* xyz 0 1
C 0.96388 1.60596 -3.05917
C 0.30722 0.75693 -2.02001
N -0.13316 1.53085 -0.79007
C 0.74451 1.54237 0.28821
O 1.89955 1.15723 0.14617
C 0.25492 2.09667 1.61018
C 0.16683 1.09702 2.75858
C -0.97932 0.15216 2.76120
C -2.26184 0.60094 2.96583
N -3.34628 -0.17961 3.03900
C -4.65930 0.43552 3.07340
C -3.25857 -1.62894 2.94108
C 1.52786 0.38037 3.14189
C 2.53702 1.11680 3.78221
C 3.81486 0.57032 3.97711
C 4.08909 -0.75140 3.60024
C 3.05694 -1.52236 3.05585
C 1.78614 -0.96205 2.84914
C -0.87732 3.08546 1.38319
O -1.11799 3.95770 2.23464
N -1.52908 3.15282 0.15411
C -2.72096 4.10864 -0.01315
C -2.41807 5.29510 -0.87197
C -1.23835 2.36608 -0.95387
S -2.08933 2.47006 -2.39795
H 1.29302 0.94559 -3.87163
H 0.26680 2.34369 -3.48094
H 1.84003 2.11081 -2.63899
H -0.63339 0.35238 -2.39196
H 0.97211 -0.00848 -1.63189
H 1.08252 2.74771 1.92048
H -0.00224 1.73590 3.64462
H -0.75636 -0.90929 2.78030
H -2.43721 1.66903 3.16827
H -5.40904 -0.35575 3.07617
H -4.77027 1.04370 3.97938
H -4.81298 1.09246 2.20349
H -4.28564 -2.01626 2.97937
H -2.77482 -1.95258 2.00759
H -2.69466 -2.04969 3.78115
H 2.31038 2.12292 4.15847
H 4.60428 1.18574 4.42670
H 5.09143 -1.16565 3.69809
H 3.23418 -2.56581 2.77662
H 0.99200 -1.60830 2.46436
H -3.47745 3.48799 -0.49898
H -3.00246 4.38997 0.99628
H -3.30395 5.94262 -0.89158
H -1.58815 5.86754 -0.44875
H -2.18711 5.00710 -1.90673
*
```

As for the gap between HOMO and LUMO: 7.442 eV. The calculation puts the HOMO energy at -0.281 Ha.

Results of the Mulliken charge analysis, in e, for atoms 1 through 5: -0.99 -1.04 0.01 -0.27 -0.62



Q) Here is an isolated molecule of C19H25N3O2S from the Open Molecules 2025 dataset. Energies are from the ωB97M-V functional and the def2-TZVPD basis.

ORCA input file:
```
! wB97M-V def2-TZVPD RIJCOSX def2/J DEFGRID3
* xyz 0 1
C 1.09634 1.80612 -3.67131
C 0.99914 2.55789 -2.39917
O 1.94310 3.48012 -2.07244
C 1.56137 3.96132 -0.86752
C 2.33675 4.96683 -0.21447
C 3.48569 5.56944 -0.65771
C 3.97980 6.52278 0.25059
C 3.20677 6.63219 1.36448
S 1.85320 5.57254 1.33252
N 0.46612 3.41347 -0.42119
C 0.08663 2.51928 -1.37999
C -1.13795 1.67904 -1.24640
N -0.84305 0.29061 -1.56394
C -2.01748 -0.53954 -1.74850
C -2.75663 -0.87095 -0.44622
C -1.82104 -1.49296 0.59905
C -1.43382 -2.92208 0.23482
O -1.39232 -3.34149 -0.90924
N -1.10253 -3.73014 1.26523
C -1.12307 -3.44999 2.68791
C -0.81101 -4.79694 3.34347
C 0.04336 -5.50151 2.29267
C -0.63450 -5.08218 0.99521
C -0.55251 -0.63523 0.73917
C 0.06801 -0.34661 -0.63330
H 0.43813 0.94417 -3.61135
H 2.12102 1.47955 -3.83757
H 0.79937 2.43332 -4.51230
H 3.94491 5.32853 -1.59916
H 4.87025 7.10159 0.08253
H 3.35089 7.27653 2.20868
H -1.88801 2.02545 -1.96573
H -1.54010 1.83978 -0.23548
H -2.69649 -0.03619 -2.44156
H -1.68440 -1.47425 -2.20440
H -3.56899 -1.56478 -0.66799
H -3.19151 0.04030 -0.02746
H -2.34422 -1.51202 1.56098
H -0.35909 -2.70718 2.94646
H -2.09635 -3.06503 3.00526
H -1.73335 -5.35573 3.50556
H -0.30266 -4.67945 4.29826
H 1.06573 -5.12295 2.32353
H 0.06474 -6.58125 2.42004
H -1.48677 -5.73082 0.76140
H 0.02987 -5.07219 0.12946
H 0.18625 -1.14121 1.36339
H -0.80999 0.30738 1.22708
H 0.94595 0.29269 -0.51225
H 0.38447 -1.28823 -1.09108
*
```

As for the gap between HOMO and LUMO: 8.367 eV. The calculation puts the HOMO energy at -0.285 Ha.

Results of the Mulliken charge analysis, in e, for atoms 1 through 5: -1.46 0.50 -0.42 0.48 0.18



Most stable: Q) (next structure +21.1 kcal/mol)